Entry from the Open Molecules 2025 dataset: a single C17H21N7O3S2 molecule (the ωB97M-V functional and the def2-TZVPD basis).

```
! wB97M-V def2-TZVPD RIJCOSX def2/J DEFGRID3
* xyz 0 1
C 0.935 4.706 3.097
C 1.502 3.722 2.154
N 1.626 3.894 0.894
N 2.175 2.882 0.236
C 2.489 1.883 0.984
N 3.069 0.722 0.590
C 3.123 0.154 -0.679
O 3.622 -0.938 -0.803
C 2.814 1.042 -1.852
S 1.078 1.567 -2.155
C 0.203 0.469 -1.170
N 0.842 -0.418 -0.417
C 0.128 -1.239 0.345
C 0.865 -2.245 1.161
C 1.613 -3.255 0.273
C 0.629 -4.016 -0.609
C 2.404 -4.221 1.149
N -1.194 -1.246 0.436
C -1.860 -0.367 -0.313
C -1.203 0.532 -1.156
C -1.926 1.480 -1.966
O -1.379 2.272 -2.710
N -3.303 1.409 -1.823
C -4.126 2.324 -2.597
C -3.984 0.533 -1.000
O -5.191 0.539 -0.936
N -3.219 -0.351 -0.253
C -3.893 -1.291 0.620
S 2.099 2.144 2.692
H 0.065 4.290 3.603
H 0.644 5.596 2.546
H 1.672 4.972 3.854
H 3.329 0.075 1.324
H 3.138 0.519 -2.752
H 3.353 1.983 -1.742
H 0.145 -2.763 1.796
H 1.590 -1.727 1.791
H 2.309 -2.700 -0.361
H 0.094 -3.335 -1.267
H 1.157 -4.740 -1.226
H -0.100 -4.547 0.001
H 2.943 -4.933 0.529
H 3.129 -3.686 1.758
H 1.738 -4.775 1.809
H -4.722 2.941 -1.925
H -4.798 1.760 -3.242
H -3.457 2.942 -3.190
H -3.543 -2.299 0.403
H -3.667 -1.057 1.660
H -4.962 -1.206 0.440
*
```

Summary:
Gap between HOMO and LUMO   8.86 eV
SMILES   Cc1nnc(NC(=O)CSc2nc(CC(C)C)nc3c2c(=O)n(C)c(=O)n3C)s1
ΔE to the lowest compared entry with this formula, charge and spin   23.2 kJ/mol
Highest occupied orbital energy   -8.7189 eV